ORCA calculation (ωB97M-V/def2-TZVPD) on C23H26BCrNO2PSSe2 as an isolated structure at a distorted geometry.

Geometry as XYZ:
```
58
Properties=species:S:1:pos:R:3:forces:R:3:lowdin_spin:R:1
Cr -13.429273 -6.483418 -0.771811 -0.33 1.70 0.37 2.997
Se -13.641258 -7.352292 1.488302 -0.15 -0.33 0.05 0.711
P -16.301213 -7.615603 0.060901 0.09 -0.59 0.00 0.172
Se -15.807788 -6.282971 -1.600968 -0.17 0.36 0.23 0.003
C -17.206312 -6.702346 1.359387 -0.62 0.46 0.14 0.013
C -17.791436 -5.443454 1.220557 0.61 -0.32 -0.44 0.002
C -18.301926 -4.785269 2.331623 -0.99 -1.13 -0.50 0.001
C -18.425186 -5.407860 3.551587 1.48 -0.30 -0.75 0.000
C -17.792474 -6.620332 3.693707 -1.21 -0.46 2.45 0.000
C -17.288247 -7.271857 2.626988 1.49 -1.58 -0.52 0.002
C -17.661159 -8.704221 -0.579780 -0.50 0.05 -0.32 0.043
C -18.353204 -8.496525 -1.800412 0.97 -0.23 2.14 0.010
C -19.295240 -9.401104 -2.166793 -0.48 -0.62 -0.72 0.001
C -19.648414 -10.523386 -1.419564 -0.95 0.45 -1.78 0.006
C -19.026034 -10.684941 -0.232893 0.39 -1.73 0.88 0.000
C -18.025388 -9.828660 0.162585 0.88 0.93 1.18 0.010
H -17.869770 -5.020953 0.214321 0.25 0.13 0.43 0.000
H -18.893475 -3.947189 2.162091 -0.60 1.81 -0.28 0.000
H -18.930189 -5.009847 4.375000 -0.66 0.94 1.01 0.000
H -17.807815 -7.108421 4.701289 0.04 0.31 -1.04 0.000
H -16.893142 -8.272084 2.843413 0.16 0.36 -0.47 0.000
H -18.183274 -7.629558 -2.386705 0.42 0.55 -0.51 0.000
H -19.678276 -9.253560 -3.144178 -0.85 -0.01 -0.76 0.000
H -20.404488 -11.216227 -1.834936 0.58 0.35 0.49 0.000
H -19.183330 -11.618819 0.306374 -0.16 0.35 0.29 0.000
H -17.543189 -9.988667 1.146141 -0.13 -0.03 -0.73 0.001
S -12.826915 -4.705841 -2.262667 0.93 0.18 0.22 -0.004
C -11.322907 -5.022405 -1.420612 0.40 -1.31 1.36 0.020
C -10.149225 -4.252999 -1.255456 0.61 -0.21 0.01 0.001
C -9.035406 -4.827361 -0.604277 -1.42 -0.35 0.07 0.013
C -9.121729 -6.134905 -0.076634 0.76 1.31 -0.19 0.001
C -10.336580 -6.799546 -0.134612 0.04 0.35 0.13 0.021
N -11.386492 -6.243616 -0.720799 -0.02 1.44 -1.16 0.001
H -10.090441 -3.223219 -1.621896 -0.15 -0.47 -0.01 -0.001
H -8.126052 -4.253590 -0.409533 -0.30 -0.09 -0.32 0.001
H -8.216740 -6.452885 0.439588 -0.51 -0.61 -0.07 0.000
H -10.520675 -7.765536 0.329267 0.05 0.14 0.00 0.006
C -11.093430 -10.890882 -2.758963 -0.92 1.94 0.51 0.000
C -12.268565 -9.907719 -3.016060 -1.30 -1.28 0.23 -0.004
C -12.449731 -9.684493 -4.549385 1.68 0.77 0.97 0.000
O -12.042328 -8.683378 -2.366036 0.51 0.65 0.28 -0.005
B -13.198816 -8.182245 -1.739992 0.18 -1.83 -1.39 -0.018
O -14.230769 -9.081778 -1.894807 0.11 -1.58 -1.04 0.000
C -13.647488 -10.398211 -2.339729 0.04 1.09 1.01 -0.004
C -13.498137 -11.139420 -0.982791 0.64 0.60 -1.00 -0.001
C -14.618292 -11.173122 -3.229925 0.32 -0.66 0.19 0.000
H -10.347226 -10.590343 -3.447250 1.12 0.16 -0.65 0.000
H -11.407641 -11.870402 -3.016536 -0.14 -1.14 0.12 0.000
H -10.693884 -10.752608 -1.741246 -0.37 -0.43 -0.34 0.000
H -11.551718 -9.128081 -4.927528 -0.57 -0.44 0.43 0.000
H -13.281560 -9.016396 -4.720951 -0.49 -0.23 -0.25 0.000
H -12.452837 -10.635820 -5.070382 -0.52 -0.07 -0.20 0.000
H -13.028242 -10.483018 -0.259204 0.06 0.16 0.15 0.000
H -12.857159 -11.988153 -1.119235 0.22 -0.80 0.07 0.000
H -14.461994 -11.439351 -0.595390 -0.26 -0.03 -0.02 0.000
H -14.903936 -10.629232 -4.114877 -0.11 0.32 -0.26 0.000
H -15.517645 -11.369040 -2.630150 0.15 -0.04 -0.29 0.000
H -14.195268 -12.164624 -3.585781 -0.28 1.06 0.61 0.000
```
Positions in Å, forces in eV/Å.

As for the expectation value of S²: 6.082. As for the net charge: -1. As for the HOMO-LUMO gap (alpha / beta): 6.63 / 6.64 eV. The HOMO energy (alpha / beta) comes out at -3.9 / -4.5 eV. The multiplicity is 5. The calculation puts the calculated total energy at -209776.734 eV.



ORCA calculation (ωB97M-V/def2-TZVPD) on C37H67AlB2CaF4LiN4O9P2Si2 as an isolated structure at a distorted geometry.

Geometry as XYZ:
```
130
Properties=species:S:1:pos:R:3:forces:R:3:lowdin_charge:R:1
C -3.749765 -2.989839 -2.890525 -0.37 0.08 0.29 -0.153
C -4.933127 -1.884697 -2.580813 0.90 0.10 0.21 -0.240
C -4.303744 -0.350627 -2.800549 -1.62 -0.54 1.51 -0.195
C -3.984335 0.187466 -1.248966 0.00 -0.22 -1.73 -0.198
C -3.202824 1.614503 -1.400991 -0.32 -1.62 -2.12 -0.202
B -3.195177 2.573066 -0.069485 1.52 -0.94 0.49 -0.938
C -4.503652 2.410480 0.923520 -0.95 0.05 2.60 -0.132
C -5.844135 3.219232 0.450095 -0.89 -0.28 0.81 -0.362
C -6.252245 3.061413 -1.125840 0.12 0.30 0.17 -0.112
C -7.101560 2.562802 1.336487 0.63 -0.46 -0.39 -0.088
P -2.916715 4.426644 -0.618126 -0.37 1.37 0.32 0.956
P -1.966183 4.548210 -2.574785 4.40 -0.56 0.00 0.534
O -0.748450 3.542837 -2.623088 -4.48 3.35 -0.24 -0.382
O -3.154125 4.313646 -3.841311 0.63 -0.73 -0.15 -0.358
O -1.404876 6.223923 -2.758208 0.29 -3.75 -0.26 -0.267
C -1.877964 2.207785 0.905562 2.38 -1.84 1.01 0.035
C -1.130367 0.715597 0.847745 2.83 2.03 4.04 0.088
C 0.126988 0.464157 1.911193 -3.90 3.19 -1.79 0.049
C 0.491555 1.712044 2.907736 -1.84 0.31 -1.63 -0.012
N -0.145438 3.070621 2.964258 -1.99 -4.14 -4.00 0.054
C -1.281619 3.268000 2.001879 1.95 -1.20 1.22 0.048
H -3.422057 -3.491439 -1.867158 -0.74 0.76 -2.32 0.081
H -4.184184 -3.783052 -3.662569 1.30 1.50 1.80 0.074
H -2.803926 -2.450008 -3.336032 -2.03 -1.30 0.83 0.059
H -5.209848 -2.015842 -1.437421 0.33 0.46 -2.40 0.104
H -5.913170 -2.065857 -3.204978 2.06 0.45 1.11 0.101
H -5.194477 0.321531 -3.202163 1.88 -1.17 0.57 0.080
H -3.353804 -0.341465 -3.482505 -1.79 -0.06 1.24 0.103
H -5.030000 0.233605 -0.725012 2.11 0.16 -0.89 0.106
H -3.378084 -0.672213 -0.737039 -0.93 1.75 -0.73 0.108
H -3.739692 2.198725 -2.292198 0.97 -1.39 1.82 0.073
H -2.101164 1.409438 -1.802496 -2.28 0.45 0.83 0.118
H -4.175987 2.898118 1.963512 -1.12 -0.99 -2.12 0.113
H -4.737908 1.272723 1.202321 0.47 2.42 -0.90 0.138
H -5.750470 4.341553 0.815019 -0.06 -2.26 -1.02 0.137
H -7.304335 3.543402 -1.295095 1.85 -0.99 0.30 0.094
H -6.279526 1.930211 -1.430483 0.05 2.28 0.45 0.070
H -5.478142 3.629506 -1.837675 -1.39 -1.16 1.36 0.018
H -8.019285 3.287164 1.359987 1.76 -1.35 0.00 0.086
H -6.725651 2.309403 2.440960 -0.94 0.67 -2.51 0.110
H -7.408433 1.556685 0.773186 0.56 2.08 1.37 0.088
H -4.200988 5.100046 -0.789852 0.99 -0.39 -0.13 -0.045
H -2.930688 3.496924 -4.388108 0.19 1.34 1.13 0.094
H -0.390883 6.141344 -2.860650 -2.16 0.04 0.19 0.102
H -1.445315 -0.144495 0.119098 0.60 2.04 1.52 0.099
H 0.659979 -0.577485 1.935675 -0.85 2.13 0.16 0.063
H 1.374021 1.510973 3.687226 -2.30 0.68 -1.80 0.113
H -1.832976 4.326514 2.053408 1.26 -2.54 0.23 0.126
C -5.078890 -1.255536 -7.966824 -0.50 -0.56 -0.47 0.023
C -4.265086 -1.325734 -6.908940 0.07 -0.18 0.03 0.055
C -3.518069 -2.560360 -6.597692 0.61 -0.26 0.18 -0.372
O -2.774527 -2.626143 -5.628500 -0.25 0.10 -0.63 0.071
C -3.703842 -3.713198 -7.501161 0.83 0.21 0.65 0.008
C -4.517646 -3.643000 -8.559045 -0.90 0.77 0.17 -0.236
C -5.264664 -2.408374 -8.870294 2.35 -0.07 3.41 -0.494
O -6.008204 -2.342592 -9.839485 -1.92 -0.06 -3.57 -0.377
H -5.634677 -0.357902 -8.208904 -0.02 -0.03 -0.02 0.123
H -4.117570 -0.488603 -6.237174 0.00 -0.05 0.00 0.127
H -3.148055 -4.610832 -7.259081 -0.09 0.02 0.10 0.134
H -4.665162 -4.480132 -9.230811 0.37 -0.20 -0.46 -0.056
Ca -5.692186 -3.181698 -11.840329 -0.29 0.00 0.72 1.205
C 3.313827 -2.995176 1.100630 0.01 0.11 -0.19 -0.013
C 2.362325 -3.157465 2.254874 -0.15 -0.42 0.51 -0.527
O 1.459185 -2.356593 2.480210 0.09 0.09 -0.05 -0.010
N 2.531374 -4.243020 3.065430 -0.25 0.98 -0.57 0.010
C 3.528636 -5.283336 2.959022 -0.17 -0.23 0.36 -0.081
H 3.063736 -2.090574 0.540742 -0.03 -0.19 0.19 0.085
H 4.338472 -2.899983 1.471708 -0.08 -0.15 -0.17 0.075
H 3.232874 -3.852744 0.426346 0.17 0.07 0.08 0.092
H 1.858909 -4.292414 3.821685 0.15 -0.03 -0.16 0.146
H 3.011962 -6.239510 2.847556 0.31 -0.09 -0.03 0.090
H 4.108789 -5.294276 3.884631 0.16 -0.23 -0.18 0.089
H 4.200984 -5.135023 2.112647 -0.20 0.08 0.17 0.068
C 0.986240 2.833193 -4.834498 -1.41 -0.21 0.79 -0.030
C 2.436623 2.714535 -5.269565 2.69 0.01 -1.19 -0.676
O 3.157762 1.972923 -4.545910 -1.02 0.64 -0.44 0.042
O 2.735073 3.375755 -6.303311 -0.70 -0.67 1.20 0.015
H 0.790157 2.239748 -3.936260 0.19 0.21 -0.27 0.061
H 0.748297 3.878687 -4.616790 0.21 -0.21 -0.15 0.065
H 0.328693 2.478400 -5.633644 0.23 0.10 -0.08 0.079
C 9.557098 2.693638 4.687549 -0.49 -0.14 -0.05 -0.186
Si 7.695593 2.456631 4.934090 2.06 0.61 0.29 0.360
C 6.934687 4.170755 4.964533 -0.60 0.25 -0.28 -0.151
C 7.472685 1.663305 6.618326 -0.47 -0.39 0.29 -0.155
N 7.077284 1.467517 3.638128 -0.78 0.37 0.66 0.013
Si 5.384799 1.053631 3.563450 -0.79 -1.19 -1.44 0.365
C 4.276428 2.556768 3.388000 0.16 0.70 0.15 -0.138
C 4.815943 0.050494 5.042716 0.25 -0.05 0.61 -0.149
C 5.087795 -0.018928 2.032498 0.09 0.32 0.41 -0.178
H 9.967380 3.312513 5.492534 -0.04 -0.07 -0.09 0.033
H 10.075760 1.729314 4.698291 -0.01 0.14 -0.04 0.031
H 9.760772 3.191832 3.733960 0.03 -0.09 0.11 0.032
H 7.494565 4.818619 5.646690 0.15 -0.28 -0.04 0.051
H 5.900850 4.148878 5.314701 0.05 0.02 -0.07 0.024
H 6.958869 4.626988 3.970555 -0.03 -0.04 0.12 0.045
H 7.815038 0.626163 6.612318 -0.05 0.05 0.02 0.042
H 6.429392 1.687966 6.945500 0.12 -0.06 -0.03 0.024
H 8.059153 2.206125 7.369271 0.03 0.07 -0.32 0.051
H 4.216777 3.127694 4.316812 0.02 0.01 -0.09 0.032
H 3.258728 2.245398 3.132768 0.23 -0.21 -0.08 0.007
H 4.635929 3.216766 2.592585 -0.08 -0.06 0.11 0.051
H 5.495368 -0.786136 5.232596 -0.09 0.10 0.01 0.044
H 3.818835 -0.360818 4.857273 0.08 0.09 -0.25 0.043
H 4.751279 0.660915 5.945935 0.04 -0.08 -0.04 0.025
H 5.676584 -0.938281 2.082868 0.01 0.06 -0.06 0.027
H 5.355928 0.523476 1.122556 0.01 -0.09 0.01 0.040
H 4.028708 -0.294114 1.967522 0.11 0.05 0.02 0.018
Li -5.316568 4.579180 -4.147654 0.65 -0.23 0.56 0.841
B -3.798933 4.787969 4.395278 -0.11 0.40 1.25 -1.063
F -2.682148 5.691746 4.618163 -1.24 -1.16 -0.54 0.029
F -3.407358 3.435334 4.756916 -0.35 1.33 -0.74 0.026
F -4.927441 5.201010 5.213598 1.42 -0.59 -1.22 0.034
F -4.178811 4.823792 2.992340 0.46 -0.11 0.80 0.017
Al -6.782500 -5.067650 -8.879775 -0.22 0.37 -0.32 0.782
C -8.231578 0.376910 -2.650983 -0.50 0.28 1.56 -0.373
O -7.346278 0.509927 -3.627273 0.51 0.22 -0.63 -0.237
H -8.301458 1.197526 -1.916872 0.17 0.53 -0.13 0.038
H -9.290930 0.270816 -2.940214 -0.28 -0.18 -0.66 0.083
H -8.115774 -0.489641 -1.978117 0.31 -0.69 -0.19 0.074
N 5.784543 -8.553614 3.115365 0.94 0.15 -0.30 0.051
C 6.147545 -7.890442 1.995640 -0.28 -0.45 0.79 -0.163
C 7.459747 -7.755029 1.571449 0.14 -0.09 0.15 -0.078
C 8.463606 -8.330699 2.343049 0.02 -0.01 0.03 -0.078
C 8.121447 -9.018521 3.502765 0.05 0.16 -0.26 -0.075
C 6.780937 -9.103360 3.842986 -0.77 0.31 -0.39 -0.150
H 5.328680 -7.456226 1.429446 0.07 -0.04 -0.02 0.091
H 7.693383 -7.213486 0.661833 -0.03 -0.05 0.08 0.101
H 9.503925 -8.244365 2.043161 -0.13 -0.01 0.03 0.107
H 8.880250 -9.477890 4.126035 -0.09 0.03 -0.05 0.103
H 6.462894 -9.632690 4.736836 0.06 0.04 -0.07 0.103
```
Positions in Å, forces in eV/Å.

As for the net charge: +1. As for the HOMO-LUMO gap: 1.39 eV. The HOMO energy comes out at -8.5 eV. The calculation puts the calculated total energy at -135615.766 eV.



ORCA calculation (ωB97M-V/def2-TZVPD) on C8H14N2PRu as an isolated structure at a distorted geometry.

Geometry as XYZ:
```
26
Properties=species:S:1:pos:R:3:forces:R:3:lowdin_spin:R:1
C -0.191228 -0.597879 -3.125941 1.97 0.18 -3.06 0.192
C -0.880358 0.400812 -3.917370 -0.57 -1.18 1.01 0.211
C -0.678017 1.697755 -3.463401 0.50 -0.68 0.18 0.292
C 0.363610 1.614305 -2.426742 1.38 0.16 -2.39 0.138
C 1.203601 0.389135 -2.657683 -1.71 -0.60 1.02 0.131
Ru -0.233180 0.087577 -1.213857 -1.39 0.40 2.49 2.557
P 0.714436 -1.944496 -0.572625 1.18 -2.46 1.53 0.197
H -0.261259 -1.706895 -3.345162 0.74 1.64 -0.17 0.013
H -1.554897 0.060947 -4.688525 -0.30 0.33 -0.06 0.008
H -1.182915 2.577568 -3.854119 0.14 -0.15 0.38 0.015
H 2.326499 0.159961 -2.587537 -2.13 0.27 -0.05 0.015
H 0.618052 2.449014 -1.817059 0.76 0.73 -0.09 0.018
H 2.031687 -2.183808 0.064018 -1.06 0.13 -0.57 0.043
H 0.912033 -2.828691 -1.681758 0.07 0.26 0.29 0.014
H -0.032590 -2.913299 0.245134 0.56 0.87 -0.63 0.030
C 0.914626 -0.490357 3.478755 -0.87 0.40 -0.33 0.037
N -0.320614 0.127248 2.906672 -0.76 0.95 1.94 0.114
C -1.265639 0.961955 3.716590 0.16 -0.08 0.51 0.049
C -0.527453 0.114844 1.627267 3.32 -2.52 -0.52 0.464
N -1.053724 0.466553 0.602713 -2.31 1.66 -1.16 0.425
H 0.865622 -0.400483 4.566691 -0.05 -0.03 -0.09 0.003
H 1.816976 0.052778 3.131125 -0.46 -0.54 0.05 0.007
H 0.909750 -1.563422 3.209721 0.33 0.63 0.04 0.009
H -1.240228 2.039445 3.396553 -0.11 -1.06 0.20 0.006
H -2.296507 0.531667 3.629871 0.84 0.55 -0.04 0.005
H -0.958287 0.897756 4.776658 -0.23 0.13 -0.48 0.007
```
Positions in Å, forces in eV/Å.

As for the expectation value of S²: 8.780. As for the HOMO-LUMO gap (alpha / beta): 5.55 / 6.93 eV. The HOMO energy (alpha / beta) comes out at -4.6 / -8.0 eV. The multiplicity is 6. The calculation puts the calculated total energy at -23363.922 eV.



ORCA calculation (ωB97M-V/def2-TZVPD) on a single C6H11N molecule at a distorted geometry.

Geometry as XYZ:
```
18
Properties=species:S:1:pos:R:3:forces:R:3:lowdin_charge:R:1
C 1.582196 0.955477 0.408306 -0.37 -0.62 -0.82 -0.277
C 1.025808 -0.466177 0.582728 -0.92 0.76 -0.80 -0.171
C -0.353823 -0.554768 -0.080913 0.40 -1.68 1.38 -0.326
C -0.590505 -1.549030 -0.937609 -0.41 0.13 -0.15 0.061
C -2.749612 -0.026043 0.498728 0.71 -0.52 -0.74 0.019
C -1.430179 0.135053 0.650560 -0.86 0.80 0.15 -0.157
N 2.026004 1.117325 -0.990336 0.47 0.17 0.30 -0.009
H 2.454583 1.100247 1.035721 -0.04 0.21 0.24 0.107
H 0.778823 1.665272 0.614782 0.23 0.21 0.57 0.094
H 1.684958 -1.138864 0.044159 0.23 -0.23 0.33 0.102
H 0.864570 -0.745704 1.625766 0.40 0.04 0.07 0.116
H 0.141635 -2.317429 -1.136529 0.32 0.29 -0.38 0.065
H -1.570565 -1.718692 -1.368196 -0.03 0.02 0.05 0.056
H -3.487055 0.638206 0.922152 0.02 -0.24 0.44 0.053
H -3.075296 -0.838837 -0.146938 -0.35 0.39 -0.13 0.050
H -1.149063 0.788074 1.473961 0.36 0.37 -0.40 0.097
H 1.264507 1.328815 -1.622327 -0.13 -0.09 0.12 0.062
H 2.656157 1.910098 -1.015236 -0.02 -0.02 -0.25 0.057
```
Positions in Å, forces in eV/Å.

As for the HOMO-LUMO gap: 9.44 eV. The HOMO energy comes out at -8.7 eV. As for the SMILES: C=CC(=C)CCN. The calculation puts the calculated total energy at -7888.740 eV.